Here is a molecular structure, C39H57BN9O4STc from the Open Molecules 2025 dataset. Energies are from ωB97M-V/def2-TZVPD.

Geometry as ORCA input:
```
! wB97M-V def2-TZVPD RIJCOSX def2/J DEFGRID3
* xyz 1 4
Tc -0.409 -1.264 -0.461
C 2.320 0.505 -3.736
C 1.006 1.187 -3.343
C -0.273 0.603 -3.933
C 0.904 1.413 -1.860
C 1.451 2.518 -1.213
C 0.920 2.546 0.060
C 1.253 3.584 1.097
C 1.658 2.991 2.459
C 0.184 4.674 1.221
N 0.097 1.482 0.186
N 0.131 0.753 -0.987
B -1.254 1.314 0.997
N -1.107 0.170 2.026
N -0.802 -1.071 1.527
C -0.718 -1.939 2.563
C -1.028 -1.246 3.715
C -1.304 0.061 3.348
C -1.937 1.062 4.280
C -1.313 2.447 4.371
C -3.441 1.127 3.981
C -0.431 -3.406 2.460
C 0.320 -3.890 3.700
C -1.742 -4.186 2.294
N -2.378 0.889 -0.018
N -2.309 -0.361 -0.591
C -3.459 -0.591 -1.246
C -4.260 0.529 -1.124
C -3.553 1.450 -0.359
C -4.064 2.857 -0.137
C -3.530 3.705 1.010
C -3.883 3.628 -1.455
C -3.767 -1.900 -1.919
C -2.873 -2.152 -3.129
C -5.235 -1.964 -2.330
H 2.361 0.347 -4.815
H 2.457 -0.455 -3.243
H 3.167 1.135 -3.459
H 1.061 2.206 -3.739
H -0.615 -0.284 -3.415
H -0.131 0.354 -4.986
H -1.085 1.330 -3.867
H 2.111 3.254 -1.645
H 2.132 4.070 0.669
H 1.091 3.462 3.258
H 2.713 3.172 2.661
H 1.498 1.914 2.513
H -0.709 4.302 1.719
H -0.102 5.069 0.245
H 0.572 5.499 1.820
H -1.548 2.320 1.531
H -1.069 -1.641 4.715
H -1.818 0.602 5.264
H -1.384 2.995 3.434
H -0.266 2.388 4.661
H -1.840 3.023 5.133
H -3.623 1.559 2.995
H -3.945 1.747 4.723
H -3.891 0.134 3.997
H 0.225 -3.568 1.606
H -0.296 -3.805 4.597
H 1.243 -3.331 3.850
H 0.578 -4.942 3.580
H -2.336 -4.106 3.208
H -1.529 -5.242 2.120
H -2.338 -3.818 1.463
H -5.245 0.675 -1.533
H -5.137 2.725 0.028
H -2.508 4.028 0.824
H -3.566 3.206 1.978
H -4.148 4.601 1.079
H -2.819 3.762 -1.666
H -4.339 4.615 -1.376
H -4.334 3.107 -2.298
H -3.583 -2.687 -1.183
H -3.082 -1.426 -3.919
H -3.055 -3.153 -3.524
H -1.817 -2.099 -2.877
H -5.474 -1.187 -3.060
H -5.902 -1.850 -1.475
H -5.448 -2.928 -2.794
C 7.725 0.582 -1.084
C 6.430 0.040 -0.543
C 5.241 0.757 -0.682
C 4.053 0.275 -0.163
C 4.054 -0.953 0.487
C 5.222 -1.688 0.645
C 6.402 -1.181 0.126
S 2.556 -1.554 1.160
O 2.777 -2.861 1.702
O 1.974 -0.532 1.978
N 1.575 -1.669 -0.166
C 1.896 -2.151 -1.423
C 3.049 -2.754 -1.922
C 3.005 -3.232 -3.213
C 1.844 -3.121 -3.980
C 0.754 -2.503 -3.424
N 0.791 -2.005 -2.178
H 7.558 1.437 -1.737
H 8.265 -0.179 -1.647
H 8.372 0.903 -0.266
H 5.253 1.709 -1.199
H 3.133 0.838 -0.267
H 5.194 -2.639 1.160
H 7.320 -1.744 0.244
H 3.926 -2.880 -1.308
H 3.879 -3.721 -3.625
H 1.789 -3.513 -4.985
H -0.174 -2.405 -3.967
O 0.520 -4.444 -0.680
N -0.645 -4.357 -0.740
O -1.141 -3.064 -0.554
*
```

Energy above the lowest of the compared OMol25 structures with the same formula, charge and spin: 19.4 kJ/mol
Orbital gap (spin up / spin down): 0.3261 / 0.2677 Eh
E: -2817.77649 hartree
HOMO energy (spin up / spin down): -11.295 / -11.492 eV

Results of the Löwdin charge analysis, in e, for atoms 1 through 99: 1.78 -0.03 -0.34 -0.05 -0.24 0.03 -0.19 -0.32 -0.03 -0.05 0.07 -0.02 -0.46 0.08 -0.05 -0.22 0.06 -0.16 -0.33 -0.05 -0.03 -0.37 -0.05 -0.05 0.07 -0.04 -0.22 0.04 -0.16 -0.33 -0.06 -0.05 -0.36 -0.06 -0.07 0.09 0.05 0.08 0.14 0.02 0.09 0.09 0.13 0.13 0.06 0.09 0.06 0.04 0.09 0.09 0.09 0.13 0.14 0.05 0.08 0.09 0.06 0.09 0.09 0.08 0.08 0.08 0.09 0.09 0.09 0.06 0.12 0.14 0.05 0.06 0.09 0.09 0.09 0.08 0.13 0.10 0.10 0.01 0.09 0.09 0.09 -0.04 -0.25 -0.02 -0.04 -0.31 -0.05 -0.02 0.62 -0.26 -0.28 -0.22 -0.41 0.02 -0.02 -0.04 -0.12 -0.02 0.08

Here is a molecular structure, C27H45ClF5PV in a non-equilibrium geometry from the Open Molecules 2025 dataset. Energies are from ωB97M-V/def2-TZVPD.

Geometry as ORCA input:
```
! wB97M-V def2-TZVPD RIJCOSX def2/J DEFGRID3
* xyz -1 3
V -0.991 1.445 1.355
Cl -0.391 3.046 -0.174
P 0.485 -0.043 -0.252
C -0.698 2.838 2.698
H -0.406 2.512 3.702
H -0.374 3.863 2.463
C 0.161 -1.895 -0.340
C 2.298 0.254 0.111
C 0.656 -2.629 0.906
H -0.944 -1.915 -0.335
C 0.033 -4.030 0.965
H 1.751 -2.722 0.870
H 0.413 -2.070 1.812
C 0.323 -4.849 -0.298
H 0.412 -4.555 1.850
H -1.053 -3.922 1.096
C 0.070 -4.074 -1.599
H 1.372 -5.177 -0.276
H -0.290 -5.757 -0.294
C 0.642 -2.651 -1.586
H 0.494 -4.622 -2.450
H -1.014 -4.009 -1.770
H 1.742 -2.697 -1.582
H 0.349 -2.140 -2.510
C 0.320 0.553 -2.044
C 3.255 -0.833 -0.402
H 2.493 1.196 -0.434
C 4.706 -0.375 -0.235
H 3.097 -1.758 0.166
H 3.072 -1.076 -1.458
C 5.037 -0.022 1.220
H 5.378 -1.168 -0.591
H 4.875 0.503 -0.871
C 4.013 0.925 1.857
H 5.090 -0.945 1.811
H 6.031 0.439 1.265
C 2.549 0.530 1.597
H 4.182 0.975 2.940
H 4.168 1.938 1.464
H 2.298 -0.365 2.183
H 1.894 1.339 1.963
C -1.027 0.145 -2.648
H 0.279 1.644 -1.887
C -1.246 0.819 -4.012
H -1.078 -0.945 -2.771
H -1.842 0.414 -1.959
C -0.060 0.661 -4.974
H -2.148 0.402 -4.477
H -1.433 1.888 -3.849
C 1.290 0.999 -4.331
H -0.031 -0.370 -5.352
H -0.210 1.308 -5.847
C 1.505 0.299 -2.983
H 2.109 0.725 -5.012
H 1.354 2.083 -4.173
H 1.641 -0.779 -3.152
H 2.440 0.672 -2.543
C -2.496 0.667 0.620
C -2.226 2.492 2.286
H -2.232 -0.243 0.024
C -3.003 3.656 1.715
H -2.766 1.994 3.093
C -4.440 3.247 1.369
H -3.028 4.474 2.456
H -2.474 4.054 0.839
C -4.483 2.217 0.244
H -4.918 2.832 2.272
H -5.016 4.135 1.083
C -3.963 0.836 0.708
H -5.528 2.105 -0.083
H -3.912 2.567 -0.629
H -4.300 0.620 1.739
H -4.465 0.071 0.087
F 0.327 -0.432 3.360
C -1.006 -0.102 2.950
F -1.543 -1.340 2.475
C -1.714 0.019 4.303
F -1.549 -1.106 5.053
F -1.244 1.042 5.065
F -3.059 0.170 4.147
*
```

Orbital gap (spin up / spin down): 0.2468 / 0.2451 Eh
E: -3300.65271 hartree
HOMO energy (spin up / spin down): -4.084 / -4.043 eV

Calculated atomic charges, method Löwdin, unit e: 0.32 0.19 1.10 -0.28 0.02 0.02 -0.41 -0.42 -0.21 0.10 -0.19 0.10 0.08 -0.21 0.11 0.12 -0.20 0.11 0.10 -0.21 0.10 0.11 0.10 0.08 -0.45 -0.22 0.11 -0.20 0.09 0.08 -0.21 0.11 0.11 -0.19 0.11 0.10 -0.21 0.11 0.11 0.10 0.10 -0.21 0.01 -0.19 0.10 0.09 -0.21 0.10 0.12 -0.20 0.11 0.10 -0.21 0.10 0.11 0.09 0.10 -0.20 -0.43 0.03 -0.26 0.08 -0.23 0.10 0.05 -0.20 0.11 0.10 -0.26 0.10 0.11 0.11 0.10 -0.05 -0.29 -0.04 -0.55 0.11 0.11 0.10

Here is a molecular structure, C25H18CaCl7N2O4PS2 in a non-equilibrium geometry from the Open Molecules 2025 dataset. Energies are from ωB97M-V/def2-TZVPD.

Geometry as ORCA input:
```
! wB97M-V def2-TZVPD RIJCOSX def2/J DEFGRID3
* xyz -2 1
Ca -0.151 0.115 -0.193
Cl 2.644 2.168 3.310
C 0.961 2.531 3.062
C 0.401 3.646 3.710
C -0.913 3.962 3.544
Cl -1.583 5.340 4.407
C -1.737 3.192 2.690
C -3.105 3.438 2.447
C -3.798 2.632 1.593
C -3.134 1.570 0.952
N -1.874 1.302 1.166
C -1.167 2.076 2.032
C 0.221 1.681 2.239
O 0.683 0.610 1.692
H 1.028 4.255 4.347
H -3.588 4.271 2.941
H -4.847 2.809 1.391
H -3.648 0.942 0.231
S -1.133 1.922 -1.939
C -2.346 0.903 -2.733
C -3.426 1.548 -3.376
C -4.423 0.864 -4.059
C -4.378 -0.525 -4.115
C -3.336 -1.191 -3.481
C -2.301 -0.524 -2.790
S -1.026 -1.531 -2.069
H -3.453 2.631 -3.325
H -5.218 1.414 -4.552
H -5.137 -1.087 -4.650
H -3.288 -2.275 -3.515
Cl 1.654 -3.932 -0.824
C 2.557 -2.700 -1.660
C 2.789 -1.447 -0.933
C 3.095 -0.300 -1.804
Cl 2.709 1.297 -1.194
C 3.482 -0.493 -3.104
Cl 3.904 0.886 -4.082
C 3.527 -1.771 -3.686
Cl 4.348 -2.040 -5.202
C 2.959 -2.841 -2.958
Cl 2.755 -4.379 -3.748
C 0.106 -3.437 2.461
O -1.027 -2.741 3.005
P -1.871 -1.812 1.963
O -2.922 -2.926 1.429
C -3.685 -2.749 0.216
O -2.880 -1.152 3.066
C -2.324 -0.385 4.139
H 0.677 -3.833 3.296
H 0.750 -2.776 1.874
H -0.218 -4.261 1.822
H -4.092 -3.724 -0.042
H -3.065 -2.389 -0.600
H -4.516 -2.056 0.387
H -3.045 0.382 4.417
H -1.383 0.102 3.866
H -2.131 -1.033 4.997
N 2.882 -1.269 1.612
C 2.672 -1.327 0.389
H 2.063 -0.942 2.128
*
```

Energy above the lowest of the compared OMol25 structures with the same formula, charge and spin: 154.4 kJ/mol
Orbital gap: 0.1662 Eh
E: -6410.84403 hartree
HOMO energy: -0.742 eV

Calculated atomic charges, method natural (NBO), unit e: 1.67 -0.01 -0.17 -0.22 -0.08 -0.06 -0.05 -0.16 -0.26 0.09 -0.48 0.06 0.42 -0.88 0.23 0.22 0.21 0.21 -0.60 -0.17 -0.25 -0.26 -0.29 -0.18 -0.21 -0.61 0.20 0.18 0.18 0.19 -0.02 -0.12 -0.26 -0.14 -0.01 -0.03 -0.01 -0.27 -0.04 -0.03 -0.01 -0.26 -0.83 1.63 -0.83 -0.27 -0.83 -0.26 0.18 0.20 0.18 0.18 0.23 0.16 0.18 0.19 0.18 -0.65 0.27 0.37